Below is C47H59N10SV as an isolated structure in a non-equilibrium geometry, with properties calculated with ωB97M-V/def2-TZVPD.

Computed properties:
ΔE to the lowest compared entry with this formula, charge and spin ... 119.66 kJ/mol
Expectation value of S² ... 3.762
HOMO (spin up / spin down) ... -2.9 / -3.3 eV
Gap between HOMO and LUMO (spin up / spin down) ... 5.30 / 5.76 eV
Net charge ... -1
2S+1 ... 4
Lowest unoccupied orbital energy (spin up / spin down) ... 2.425 / 2.422 eV

CARTESIAN COORDINATES (ANGSTROEM)
1 V -0.730 -0.464 -0.745
2 C 3.672 -5.168 -3.058
3 C 2.424 -4.454 -2.609
4 C 1.515 -5.041 -1.731
5 C 0.364 -4.386 -1.353
6 C 0.017 -3.102 -1.835
7 N -1.128 -2.447 -1.434
8 C -2.213 -3.228 -1.139
9 C -2.481 -4.405 -1.888
10 C -3.425 -5.336 -1.534
11 C -4.194 -5.155 -0.383
12 C -5.142 -6.221 0.100
13 C -4.052 -3.953 0.279
14 C -3.146 -2.956 -0.106
15 N -3.226 -1.721 0.591
16 C -4.312 -1.334 1.309
17 C -4.017 -0.130 1.896
18 C -2.726 0.172 1.466
19 N -2.250 -0.782 0.667
20 C 0.972 -2.507 -2.684
21 C 2.139 -3.174 -3.045
22 N 0.798 -1.190 -3.168
23 C 1.252 -0.733 -4.357
24 C 1.056 0.626 -4.374
25 C 0.475 0.919 -3.138
26 N 0.318 -0.183 -2.410
27 H 3.990 -5.902 -2.316
28 H 3.504 -5.703 -3.997
29 H 4.485 -4.461 -3.229
30 H 1.729 -6.024 -1.321
31 H -0.300 -4.863 -0.645
32 H -1.879 -4.572 -2.771
33 H -3.550 -6.233 -2.132
34 H -4.648 -7.194 0.111
35 H -5.496 -6.004 1.108
36 H -6.018 -6.302 -0.549
37 H -4.652 -3.799 1.166
38 H -5.222 -1.902 1.331
39 H -4.656 0.458 2.530
40 H -2.129 1.037 1.702
41 H 2.864 -2.648 -3.654
42 H 1.633 -1.396 -5.114
43 H 1.301 1.316 -5.162
44 H 0.143 1.872 -2.775
45 N 0.593 -1.390 0.516
46 N 1.816 -2.065 0.474
47 C 2.957 -1.685 -0.072
48 N 4.037 -2.512 0.249
49 S 3.208 -0.340 -1.031
50 H 1.276 0.493 1.735
51 H -0.027 -2.000 1.038
52 H 1.887 -2.884 1.059
53 H 3.816 -3.488 0.396
54 H 4.800 -2.378 -0.395
55 C 1.323 3.706 -1.308
56 C 0.070 4.563 -1.089
57 C 0.153 5.308 0.258
58 C -1.265 3.862 -1.400
59 C -2.186 4.688 -2.038
60 C -3.336 4.213 -2.639
61 C -3.506 2.839 -2.689
62 C -2.646 1.968 -2.040
63 C -2.918 0.491 -2.252
64 C -4.320 0.072 -1.809
65 C -2.712 0.098 -3.720
66 C -1.560 2.460 -1.252
67 N -0.862 1.653 -0.369
68 C -0.537 2.414 0.768
69 C 0.303 2.336 1.828
70 N 1.210 1.386 2.261
71 C 2.184 1.680 3.226
72 C 2.257 0.935 4.424
73 C 3.274 1.221 5.333
74 C 4.174 2.247 5.130
75 C 4.075 3.006 3.977
76 C 3.116 2.726 3.015
77 C 3.101 3.554 1.743
78 C 2.570 4.964 2.022
79 C 4.484 3.634 1.094
80 C 1.291 -0.154 4.885
81 C -0.139 -0.083 4.357
82 C 1.878 -1.548 4.635
83 H 2.191 4.209 -0.875
84 H 1.517 3.572 -2.374
85 H 1.240 2.721 -0.851
86 H 0.116 5.354 -1.843
87 H 0.459 4.647 1.066
88 H -0.807 5.762 0.514
89 H 0.896 6.106 0.179
90 H -1.976 5.753 -2.094
91 H -4.041 4.880 -3.119
92 H -4.336 2.435 -3.258
93 H -2.209 -0.088 -1.664
94 H -5.077 0.533 -2.444
95 H -4.515 0.376 -0.781
96 H -4.432 -1.013 -1.885
97 H -3.505 0.519 -4.341
98 H -2.727 -0.990 -3.824
99 H -1.763 0.471 -4.096
100 H -1.171 3.294 0.844
101 H 0.191 3.145 2.549
102 H 3.339 0.635 6.246
103 H 4.935 2.460 5.872
104 H 4.775 3.817 3.816
105 H 2.436 3.069 1.030
106 H 3.227 5.495 2.716
107 H 1.572 4.930 2.463
108 H 2.511 5.543 1.097
109 H 5.213 4.121 1.747
110 H 4.421 4.206 0.164
111 H 4.848 2.640 0.846
112 H 1.223 -0.023 5.971
113 H -0.198 -0.387 3.318
114 H -0.540 0.928 4.438
115 H -0.775 -0.752 4.945
116 H 1.832 -1.781 3.571
117 H 1.314 -2.312 5.176
118 H 2.920 -1.591 4.957

=====

Below is C8H18F18InN2O3P3 as an isolated structure in a non-equilibrium geometry, with properties calculated with ωB97M-V/def2-TZVPD.

Computed properties:
HOMO ... -11.5 eV
Gap between HOMO and LUMO ... 2.83 eV
Lowest unoccupied orbital energy ... -8.635 eV

CARTESIAN COORDINATES (ANGSTROEM)
1 In -2.127 -1.676 -3.814
2 N 1.443 -2.978 -2.079
3 O 0.417 -2.657 -2.614
4 O 2.106 -3.936 -2.413
5 O 2.001 -2.253 -1.263
6 C 0.302 0.072 0.524
7 C -0.253 1.507 0.756
8 C -1.331 1.647 1.817
9 N -0.846 2.492 2.985
10 C 0.457 1.855 3.559
11 C -1.944 2.467 4.054
12 C -2.787 3.760 3.881
13 C -2.129 4.483 2.756
14 C -0.719 3.988 2.615
15 H -0.131 -0.370 -0.371
16 H 0.250 -0.663 1.325
17 H 1.344 0.264 0.262
18 H -0.608 1.825 -0.227
19 H 0.545 2.237 0.891
20 H -1.714 0.712 2.220
21 H -2.169 2.195 1.384
22 H 0.892 2.658 4.143
23 H 1.055 1.528 2.717
24 H 0.062 1.009 4.112
25 H -1.476 2.497 5.036
26 H -2.569 1.577 4.049
27 H -2.816 4.312 4.820
28 H -3.844 3.602 3.668
29 H -2.112 5.548 2.996
30 H -2.683 4.357 1.825
31 H -0.076 4.415 3.384
32 H -0.269 4.120 1.636
33 P -2.439 -5.526 -3.320
34 F -1.571 -4.653 -4.413
35 F -3.619 -4.350 -3.345
36 F -3.151 -6.301 -4.509
37 F -3.364 -6.281 -2.226
38 F -1.209 -6.518 -3.182
39 F -1.777 -4.538 -2.152
40 P 4.633 -0.306 1.379
41 F 5.005 -1.849 1.777
42 F 3.276 -0.506 2.305
43 F 5.519 0.366 2.575
44 F 4.152 1.219 1.068
45 F 5.966 -0.386 0.466
46 F 3.783 -0.899 0.118
47 P 0.993 -1.413 -5.940
48 F 2.445 -2.079 -5.878
49 F 1.508 -0.010 -6.475
50 F 0.691 -2.116 -7.335
51 F -0.549 -0.795 -5.963
52 F 0.331 -2.778 -5.208
53 F 1.108 -0.876 -4.371

=====

Below is one molecule with the formula C11H15N2O3PS, with properties calculated with ωB97M-V/def2-TZVPD.

Computed properties:
HOMO ... -9.2 eV
SMILES ... CCP(C)[C@@H](C#N)[C@@](S)(C#N)CC(=O)OC(C)=O
Gap between HOMO and LUMO ... 9.65 eV
Lowest unoccupied orbital energy ... 0.489 eV

CARTESIAN COORDINATES (ANGSTROEM)
1 C -2.164 1.795 2.797
2 C -0.871 0.962 2.701
3 P 0.491 1.994 1.999
4 C -0.333 3.083 0.770
5 C 1.515 0.885 0.868
6 C 2.711 0.442 1.574
7 N 3.639 0.039 2.112
8 C 0.842 -0.317 0.118
9 S 0.670 -1.803 1.200
10 C -0.478 0.085 -0.363
11 N -1.534 0.359 -0.708
12 C 1.763 -0.730 -1.063
13 C 1.191 -1.672 -2.082
14 O 1.705 -1.838 -3.160
15 O 0.097 -2.334 -1.673
16 C -0.508 -3.157 -2.656
17 C -1.156 -2.458 -3.798
18 O -0.520 -4.329 -2.483
19 H -2.845 1.310 3.494
20 H -2.671 1.802 1.835
21 H -1.975 2.812 3.132
22 H -1.097 0.074 2.120
23 H -0.582 0.685 3.712
24 H -1.128 2.586 0.219
25 H -0.783 3.910 1.313
26 H 0.407 3.482 0.081
27 H 1.873 1.573 0.096
28 H 0.902 -1.227 2.385
29 H 2.113 0.166 -1.573
30 H 2.635 -1.224 -0.635
31 H -2.175 -2.819 -3.903
32 H -0.611 -2.759 -4.692
33 H -1.122 -1.376 -3.735

=====

Below is C20H32CoN4OS as an isolated structure, with properties calculated with ωB97M-V/def2-TZVPD.

Computed properties:
ΔE to the lowest compared entry with this formula, charge and spin ... 27.92 kJ/mol
Expectation value of S² ... 6.014
HOMO (spin up / spin down) ... -18.0 / -18.0 eV
Gap between HOMO and LUMO (spin up / spin down) ... 10.11 / 6.58 eV
Net charge ... +3
2S+1 ... 5
Lowest unoccupied orbital energy (spin up / spin down) ... -7.900 / -11.372 eV

CARTESIAN COORDINATES (ANGSTROEM)
1 Co -0.114 0.625 -0.688
2 O 0.186 2.439 0.363
3 C -0.924 3.363 0.306
4 C -2.107 2.718 -0.364
5 C -3.335 3.358 -0.379
6 C -4.395 2.766 -1.046
7 C -4.194 1.554 -1.697
8 C -2.946 0.975 -1.640
9 N -1.923 1.540 -0.975
10 H 1.001 2.951 0.434
11 H -0.642 4.249 -0.267
12 H -1.179 3.675 1.319
13 H -3.457 4.313 0.116
14 H -5.366 3.244 -1.062
15 H -4.993 1.073 -2.244
16 H -2.747 0.037 -2.145
17 C 5.320 -1.277 -1.640
18 N 4.085 -2.053 -1.315
19 C 3.932 -3.284 -2.152
20 C 2.843 -1.221 -1.180
21 C 2.266 -0.515 -2.400
22 C 2.798 -0.589 -3.677
23 C 2.187 0.038 -4.762
24 C 1.028 0.768 -4.590
25 C 0.500 0.887 -3.311
26 C 1.090 0.244 -2.226
27 H 6.181 -1.938 -1.564
28 H 5.437 -0.460 -0.931
29 H 5.275 -0.870 -2.644
30 H 4.238 -2.409 -0.369
31 H 3.739 -3.039 -3.189
32 H 3.107 -3.885 -1.775
33 H 4.850 -3.864 -2.095
34 H 3.060 -0.467 -0.421
35 H 2.076 -1.886 -0.778
36 H 3.712 -1.128 -3.868
37 H 2.634 -0.046 -5.744
38 H 0.543 1.252 -5.426
39 H -0.388 1.503 -3.189
40 C -3.883 -2.211 2.483
41 C -3.361 -0.858 2.021
42 N -2.209 -0.416 2.818
43 C -0.949 -0.357 2.455
44 S -0.438 -0.958 0.877
45 N -0.011 0.082 3.276
46 C -0.211 0.483 4.679
47 C -0.256 -0.706 5.632
48 H -4.759 -2.475 1.891
49 H -4.184 -2.188 3.531
50 H -3.132 -2.991 2.354
51 H -4.140 -0.103 2.131
52 H -3.064 -0.899 0.977
53 H -2.422 -0.226 3.790
54 H 0.941 -0.038 2.972
55 H -1.125 1.077 4.744
56 H 0.616 1.142 4.932
57 H -1.129 -1.338 5.462
58 H -0.301 -0.341 6.657
59 H 0.639 -1.319 5.535

=====

Below is one molecule with the formula C2H4B2O in a non-equilibrium geometry, with properties calculated with ωB97M-V/def2-TZVPD.

Computed properties:
ΔE to the lowest compared entry with this formula, charge and spin ... 142.01 kJ/mol
HOMO ... -8.4 eV
Gap between HOMO and LUMO ... 7.98 eV
Lowest unoccupied orbital energy ... -0.417 eV

CARTESIAN COORDINATES (ANGSTROEM)
1 B -1.793 0.660 -0.344
2 B 0.714 -0.142 0.177
3 C -0.481 1.013 -0.553
4 C 0.762 -1.468 0.923
5 O 1.068 -2.421 1.513
6 H -2.948 0.907 -0.053
7 H 0.227 1.403 -1.230
8 H 1.048 -0.580 -1.033
9 H 1.402 0.628 0.599

=====

Below is a 6-piece molecular cluster, C54H111ClFNO7S overall in a non-equilibrium geometry, with properties calculated with ωB97M-V/def2-TZVPD.

Computed properties:
HOMO ... -8.4 eV
Gap between HOMO and LUMO ... 7.82 eV
Lowest unoccupied orbital energy ... -0.613 eV

CARTESIAN COORDINATES (ANGSTROEM)
1 C 6.988 4.715 0.174
2 O 6.672 3.416 -0.265
3 C 5.889 2.649 0.623
4 C 6.129 1.173 0.354
5 C 4.999 0.290 0.918
6 C 4.141 -0.428 -0.145
7 C 2.776 0.243 -0.287
8 C 1.694 -0.502 -1.051
9 C 0.515 0.414 -1.457
10 C -0.822 -0.220 -1.063
11 C -2.032 0.352 -1.817
12 C -1.842 1.878 -2.202
13 O -1.802 2.111 -3.416
14 O -1.752 2.639 -1.233
15 C -2.187 -0.409 -3.144
16 C -3.606 -0.136 -3.439
17 N -4.283 0.134 -2.383
18 C -5.699 0.475 -2.413
19 C -6.000 1.928 -2.864
20 C -6.408 2.894 -1.768
21 F -4.897 2.418 -3.519
22 C -3.394 0.095 -1.123
23 C -3.902 1.173 -0.173
24 C -3.033 1.469 1.049
25 C -3.857 1.902 2.261
26 C -4.491 3.286 2.092
27 S -3.476 4.643 2.617
28 O -2.678 4.215 3.724
29 O -4.298 5.807 2.718
30 Cl -2.270 4.901 1.028
31 C -3.603 -1.329 -0.569
32 O -3.421 -1.403 0.848
33 C -2.416 -2.233 1.291
34 C -1.540 -1.666 2.367
35 O -2.331 -3.372 0.884
36 H 6.314 5.453 -0.266
37 H 7.997 4.949 -0.166
38 H 6.970 4.804 1.262
39 H 4.825 2.881 0.490
40 H 6.152 2.892 1.658
41 H 7.081 0.886 0.796
42 H 6.192 1.055 -0.727
43 H 4.334 0.936 1.497
44 H 5.392 -0.432 1.631
45 H 4.661 -0.373 -1.104
46 H 4.053 -1.490 0.087
47 H 2.385 0.410 0.721
48 H 2.933 1.229 -0.731
49 H 2.085 -0.993 -1.945
50 H 1.283 -1.299 -0.426
51 H 0.542 0.546 -2.539
52 H 0.607 1.390 -0.989
53 H -0.738 -1.284 -1.298
54 H -0.933 -0.097 0.017
55 H -1.588 0.038 -3.932
56 H -2.016 -1.488 -3.092
57 H -4.089 -0.117 -4.406
58 H -6.179 -0.211 -3.107
59 H -6.139 0.288 -1.438
60 H -6.799 1.863 -3.602
61 H -7.038 3.674 -2.188
62 H -5.516 3.392 -1.394
63 H -6.933 2.397 -0.957
64 H -4.893 0.872 0.182
65 H -3.971 2.087 -0.756
66 H -2.335 2.255 0.793
67 H -2.463 0.600 1.346
68 H -4.681 1.207 2.431
69 H -3.243 1.912 3.158
70 H -4.790 3.485 1.064
71 H -5.372 3.407 2.722
72 H -4.637 -1.617 -0.773
73 H -2.966 -2.068 -1.048
74 H -2.032 -1.819 3.328
75 H -0.605 -2.215 2.366
76 H -1.354 -0.604 2.261
77 C 1.289 0.985 8.240
78 C 1.614 2.116 7.269
79 C 1.588 3.501 7.914
80 C 0.233 3.915 8.490
81 C -0.917 3.907 7.484
82 C -0.724 4.872 6.318
83 H 0.280 1.078 8.644
84 H 1.356 0.014 7.747
85 H 1.987 0.981 9.080
86 H 0.920 2.085 6.425
87 H 2.610 1.949 6.850
88 H 1.913 4.240 7.178
89 H 2.332 3.531 8.718
90 H 0.328 4.921 8.910
91 H -0.022 3.263 9.330
92 H -1.838 4.167 8.011
93 H -1.067 2.894 7.096
94 H -0.596 5.894 6.681
95 H -1.583 4.850 5.648
96 H 0.155 4.614 5.724
97 C 4.358 -6.253 -2.281
98 C 2.881 -5.903 -2.432
99 C 2.535 -4.497 -1.943
100 C 2.798 -4.245 -0.457
101 C 2.078 -5.196 0.495
102 C 0.557 -5.122 0.384
103 H 4.669 -6.245 -1.235
104 H 4.566 -7.248 -2.676
105 H 4.984 -5.541 -2.823
106 H 2.273 -6.643 -1.905
107 H 2.603 -5.979 -3.487
108 H 1.483 -4.296 -2.167
109 H 3.109 -3.768 -2.524
110 H 2.508 -3.215 -0.233
111 H 3.873 -4.296 -0.261
112 H 2.373 -4.951 1.519
113 H 2.409 -6.224 0.322
114 H 0.196 -4.110 0.575
115 H 0.076 -5.784 1.106
116 H 0.209 -5.416 -0.608
117 C -3.386 -5.723 -1.126
118 C -4.779 -5.247 -1.533
119 C -5.802 -5.337 -0.402
120 C -6.054 -6.754 0.115
121 C -6.519 -7.748 -0.947
122 C -7.848 -7.371 -1.596
123 H -3.386 -6.779 -0.853
124 H -2.670 -5.596 -1.940
125 H -3.043 -5.139 -0.274
126 H -5.130 -5.809 -2.403
127 H -4.716 -4.200 -1.855
128 H -6.746 -4.897 -0.738
129 H -5.460 -4.718 0.434
130 H -6.806 -6.705 0.909
131 H -5.146 -7.137 0.587
132 H -6.618 -8.731 -0.480
133 H -5.753 -7.857 -1.720
134 H -8.636 -7.283 -0.845
135 H -8.160 -8.128 -2.317
136 H -7.782 -6.421 -2.128
137 C -0.112 -7.227 -6.638
138 C -0.391 -5.883 -7.305
139 C -0.092 -4.685 -6.405
140 C -0.925 -4.627 -5.125
141 C -2.439 -4.603 -5.335
142 C -2.927 -3.383 -6.108
143 H -0.743 -7.383 -5.761
144 H -0.302 -8.051 -7.327
145 H 0.930 -7.292 -6.318
146 H -1.432 -5.850 -7.641
147 H 0.221 -5.798 -8.206
148 H -0.232 -3.764 -6.977
149 H 0.967 -4.707 -6.127
150 H -0.633 -3.733 -4.562
151 H -0.671 -5.477 -4.484
152 H -2.916 -4.611 -4.357
153 H -2.769 -5.515 -5.840
154 H -2.612 -2.468 -5.596
155 H -4.016 -3.377 -6.187
156 H -2.525 -3.351 -7.121
157 C 5.595 11.085 2.567
158 C 6.707 10.956 1.530
159 C 6.535 9.759 0.597
160 C 6.545 8.397 1.293
161 C 7.802 8.098 2.108
162 C 9.077 8.065 1.269
163 H 5.564 10.224 3.236
164 H 5.739 11.972 3.185
165 H 4.621 11.170 2.083
166 H 7.675 10.901 2.037
167 H 6.735 11.865 0.924
168 H 7.318 9.787 -0.165
169 H 5.589 9.864 0.057
170 H 6.423 7.621 0.533
171 H 5.672 8.315 1.946
172 H 7.674 7.129 2.598
173 H 7.913 8.831 2.912
174 H 8.999 7.320 0.474
175 H 9.942 7.808 1.882
176 H 9.280 9.031 0.805